1.
# C27H27Br3F3Li2N4O6

A molecular structure, C27H27Br3F3Li2N4O6 (ωB97M-V/def2-TZVPD, the OMol25 dataset).

Molar mass, g/mol: 814.1
LUMO level, eV: -3.26
Kohn-Sham gap, eV: 8.5
E, eV: -265347.8763
Charge: +1

Last column: Mulliken charge in e.
Geometry (Å):
Li 0.29 2.48 -0.58  0.808
Li 0.28 4.72 0.12  0.850
C -1.34 2.80 1.08  0.574
O -0.70 1.67 0.47  0.167
O -0.47 3.83 0.61  -1.151
C -2.86 2.74 0.93  0.482
F -3.30 3.27 -0.22  -0.278
F -3.31 1.50 0.88  -0.182
F -3.47 3.48 1.86  -0.333
C 0.25 0.97 1.24  0.474
C 0.49 -0.25 0.36  -1.977
H 1.18 -0.98 0.79  -0.327
H -0.38 -0.81 0.03  0.480
H 0.91 0.01 -0.61  1.107
H -0.11 0.63 2.21  -0.285
H 1.27 1.29 1.45  1.136
H -1.16 2.74 2.15  0.230
C 0.33 1.71 4.36  0.525
Br 1.94 0.67 3.67  0.156
Br 0.88 3.65 4.27  -0.060
Br -0.38 1.35 6.23  -0.031
H -0.45 1.42 3.65  -0.258
C -5.19 -0.44 -1.54  -0.843
C -4.93 -0.99 -2.71  -0.448
C -3.61 -1.41 -3.04  -0.173
C -2.53 -1.32 -2.10  -0.731
C -2.80 -0.65 -0.84  -0.723
C -4.13 -0.15 -0.62  -0.729
N -1.16 -1.69 -2.52  0.955
O -0.84 -1.91 -3.61  -0.579
O -0.32 -1.48 -1.63  -0.578
H -6.20 -0.12 -1.32  0.437
H -5.70 -1.32 -3.40  0.410
H -3.55 -1.72 -4.07  0.435
H -2.09 -0.54 -0.04  1.595
H -4.25 0.50 0.23  0.832
C 2.86 -4.10 1.70  -0.764
C 3.10 -2.79 2.13  -1.106
C 1.96 -2.03 2.39  0.141
C 0.65 -2.54 2.46  0.086
C 0.48 -3.90 2.12  -0.714
C 1.60 -4.70 1.74  -0.600
N -0.50 -1.67 2.79  0.983
O -1.60 -2.25 2.79  -0.662
O -0.26 -0.54 3.03  -0.460
H 3.66 -4.74 1.35  0.409
H 4.07 -2.32 2.01  0.973
H 2.21 -1.00 2.59  0.491
H -0.54 -4.27 2.08  0.520
H 1.39 -5.71 1.44  0.416
N 3.95 1.32 -1.10  -0.530
C 5.04 0.72 -1.48  -0.309
C 5.61 -0.37 -0.90  -0.598
C 4.86 -1.04 0.15  -0.868
C 3.71 -0.41 0.62  0.785
C 3.22 0.67 -0.12  -0.131
H 5.47 1.14 -2.38  0.408
H 6.60 -0.64 -1.23  0.400
H 5.26 -1.90 0.68  0.419
H 3.15 -0.67 1.50  -0.142
H 2.28 1.05 0.25  0.180
N -0.42 2.13 -1.65  0.065
C -1.66 1.48 -1.75  -0.095
C -2.14 0.94 -3.02  -0.675
C -1.29 1.09 -4.16  -0.397
C -0.16 1.87 -4.09  -0.868
C 0.27 2.28 -2.82  -0.313
H -2.30 1.42 -0.88  0.446
H -3.02 0.32 -3.10  0.407
H -1.53 0.64 -5.11  0.440
H 0.37 1.91 -5.03  0.394
H 1.09 2.98 -2.79  0.304


2.
# C3H14NO2

3 unconnected molecules or ions with the total composition C3H14NO2 (ωB97M-V/def2-TZVPD, the OMol25 dataset).

Molar mass, g/mol: 96.1
LUMO level, eV: -3.22
Energy relative to the best compared isomer or geometry (same formula, charge and spin), kcal per mole: 13.1
Kohn-Sham gap, eV: 12.4
E, eV: -8917.2170
Charge: +1

Last column: Mulliken charge in e.
Geometry (Å):
C 0.82 0.02 0.46  -0.449
C 0.91 0.10 -1.05  -0.468
C 2.35 0.42 -1.49  -1.302
N -0.64 0.15 0.92  -0.229
H 1.23 -0.92 0.83  0.296
H 1.32 0.91 0.83  0.364
H 0.24 0.86 -1.44  0.394
H 0.61 -0.82 -1.53  0.312
H 2.40 0.38 -2.58  0.354
H 2.68 1.39 -1.13  0.364
H 3.01 -0.37 -1.12  0.344
H -1.29 0.33 0.16  0.329
H -0.82 -0.70 1.46  0.327
H -0.72 0.93 1.57  0.347
H -3.28 2.04 -0.03  0.333
H -2.32 3.11 0.42  0.324
O -2.34 2.25 -0.02  -0.650
H -1.05 -3.14 0.24  0.320
H -0.58 -3.15 1.74  0.327
O -0.36 -2.85 0.86  -0.639


3.
# C4H8N2O

C4H8N2O in the gas phase (ωB97M-V/def2-TZVPD, the OMol25 dataset).

Molar mass, g/mol: 100.1
LUMO level, eV: 0.97
SMILES string: C[C@@]1(C(N)=O)CN1
Energy relative to the best compared isomer or geometry (same formula, charge and spin), kcal per mole: 28.1
Kohn-Sham gap, eV: 10.6
E, eV: -9305.1767

Last column: Mulliken charge in e.
Geometry (Å):
C -1.15 -1.25 0.41  -1.363
C -0.23 -0.11 0.05  1.207
C -0.70 0.92 -0.91  -0.683
N -0.50 1.26 0.49  -0.687
C 1.25 -0.47 0.12  0.190
O 1.62 -1.60 0.39  -0.637
N 2.11 0.55 -0.16  -0.415
H -2.19 -0.90 0.47  0.404
H -1.10 -2.03 -0.35  0.271
H -0.87 -1.71 1.36  0.332
H -0.01 1.38 -1.61  0.265
H -1.72 0.81 -1.28  0.298
H -1.39 1.31 0.98  0.290
H 1.79 1.49 -0.03  0.264
H 3.08 0.36 0.06  0.265


4.
# C21H26N2O5S

C21H26N2O5S in the gas phase (ωB97M-V/def2-TZVPD, the OMol25 dataset).

Molar mass, g/mol: 418.5
LUMO level, eV: -0.39
SMILES string: COCCN(CCOC)C(=O)c1ccc(SCc2ccc(C)cc2)c([N+](=O)[O-])c1
Energy relative to the best compared isomer or geometry (same formula, charge and spin), kcal per mole: 135.4
Kohn-Sham gap, eV: 8.0
E, eV: -46248.6827

Last column: Mulliken charge in e.
Geometry (Å):
C -6.26 -0.83 1.70  -0.835
H -5.59 -0.44 2.47  0.342
O -5.59 -0.97 0.47  -0.290
C -4.51 -1.88 0.53  -0.590
C -3.79 -1.92 -0.82  -1.191
N -2.75 -0.91 -0.94  0.295
C -1.56 -1.21 -0.36  0.116
O -1.38 -2.27 0.22  -0.649
C -0.45 -0.21 -0.45  0.245
C -0.52 1.03 0.15  -0.362
C 0.59 1.87 0.14  -0.327
C 1.80 1.51 -0.48  1.213
C 1.85 0.24 -1.07  -0.430
C 0.76 -0.60 -1.04  -1.232
H 0.83 -1.58 -1.49  0.486
H 2.75 -0.10 -1.54  0.249
S 3.13 2.62 -0.47  0.031
C 4.48 1.69 -1.30  -0.884
C 4.96 0.49 -0.55  0.378
C 5.25 -0.69 -1.22  -0.330
C 5.70 -1.80 -0.52  -0.711
C 5.87 -1.76 0.86  0.901
C 5.58 -0.57 1.52  -0.722
C 5.13 0.54 0.83  -0.455
H 4.91 1.45 1.36  0.442
H 5.70 -0.51 2.59  0.371
C 6.33 -2.96 1.62  -1.442
H 6.87 -3.64 0.97  0.370
H 5.46 -3.49 2.02  0.279
H 6.96 -2.67 2.45  0.376
H 5.93 -2.71 -1.06  0.338
H 5.14 -0.75 -2.29  0.407
H 5.27 2.45 -1.35  0.466
H 4.18 1.45 -2.32  0.386
O 1.43 3.89 0.69  -0.669
N 0.48 3.13 0.78  1.061
O -0.54 3.41 1.38  -0.649
H -1.42 1.37 0.63  0.610
C -3.00 0.25 -1.76  -1.127
H -3.40 -0.08 -2.73  0.411
H -2.06 0.77 -1.93  0.469
C -4.01 1.22 -1.14  -0.461
O -3.40 1.85 -0.03  -0.082
C -4.25 2.75 0.64  -0.847
H -4.59 3.54 -0.03  0.331
H -3.65 3.18 1.44  0.243
H -5.12 2.23 1.06  0.236
H -4.91 0.68 -0.82  0.361
H -4.29 1.98 -1.89  0.465
H -4.52 -1.77 -1.62  0.454
H -3.32 -2.90 -0.92  0.475
H -4.90 -2.88 0.77  0.519
H -3.81 -1.58 1.32  0.386
H -6.67 -1.79 2.04  0.321
H -7.08 -0.13 1.53  0.253


5.
# C24H44NO10

3 unconnected molecules or ions with the total composition C24H44NO10 (ωB97M-V/def2-TZVPD, the OMol25 dataset).

2S+1: 2
Molar mass, g/mol: 506.6
LUMO level (spin up / spin down), eV: 0.59 / 0.56
Energy relative to the best compared isomer or geometry (same formula, charge and spin), kcal per mole: 0.0
Kohn-Sham gap (spin up / spin down), eV: 8.7 / 9.4
E, eV: -47564.3260

Last column: Mulliken charge in e.
Geometry (Å):
C -3.61 -1.67 -3.44  -1.010
C -2.24 -2.31 -3.74  -0.139
O -1.21 -1.34 -3.61  -0.385
C -0.32 -1.57 -2.54  -0.824
C -0.86 -1.15 -1.17  -0.837
C -0.94 0.36 -0.89  3.168
O -1.28 1.12 -2.03  -0.314
C -0.25 1.58 -2.87  -0.853
C -0.07 3.08 -2.75  0.650
C -1.41 3.76 -2.99  -1.436
O 0.92 3.48 -3.69  -0.583
C -2.13 0.59 0.07  -3.418
C -2.05 -0.12 1.43  2.178
C -2.88 0.74 2.45  -2.025
C -2.71 -1.49 1.46  -1.918
N -0.65 -0.20 1.94  0.706
O -0.17 -1.38 2.09  -0.710
C 0.27 0.80 1.39  2.363
C -0.09 2.22 1.89  -1.433
C 1.69 0.49 1.90  -2.028
C 0.34 0.81 -0.15  -2.429
H -3.93 -1.98 -2.45  0.275
H -4.38 -1.96 -4.14  0.362
H -3.47 -0.60 -3.41  0.123
H -2.09 -3.14 -3.06  0.073
H -2.20 -2.71 -4.75  0.535
H -0.06 -2.62 -2.48  -0.208
H 0.61 -1.06 -2.77  0.578
H -0.26 -1.67 -0.43  0.624
H -1.87 -1.54 -1.11  0.356
H 0.69 1.05 -2.77  0.357
H -0.57 1.42 -3.90  0.648
H 0.24 3.36 -1.74  0.049
H -1.99 3.68 -2.08  0.291
H -1.98 3.28 -3.77  0.275
H -1.26 4.82 -3.17  0.433
H 1.09 4.41 -3.52  0.398
H -2.17 1.66 0.21  0.329
H -3.05 0.31 -0.44  0.714
H -3.85 0.30 2.62  0.505
H -2.35 0.74 3.40  0.411
H -2.97 1.77 2.14  0.396
H -2.71 -1.83 2.49  0.524
H -3.74 -1.36 1.14  0.519
H -2.19 -2.22 0.87  0.178
H -0.76 2.21 2.74  0.433
H -0.55 2.77 1.08  0.253
H 0.80 2.78 2.13  -0.080
H 2.33 1.34 1.68  0.526
H 2.07 -0.39 1.42  0.337
H 1.63 0.36 2.98  0.508
H 0.67 1.80 -0.43  0.223
H 1.14 0.15 -0.45  0.288
C 0.69 -6.12 0.33  -1.433
C 0.55 -6.42 -1.14  0.493
C 1.78 -7.00 -1.80  -0.535
O 1.61 -6.57 -3.16  -0.353
C 0.88 -5.43 -3.15  0.561
O 0.71 -4.72 -4.08  -0.483
O 0.37 -5.21 -1.90  -0.221
H -0.15 -5.51 0.68  0.322
H 0.71 -7.04 0.91  0.400
H 1.60 -5.56 0.54  0.354
H -0.33 -7.05 -1.32  0.243
H 1.83 -8.08 -1.75  0.307
H 2.70 -6.57 -1.42  0.309
C 3.15 5.56 5.50  -1.495
C 2.98 4.45 4.50  0.540
C 4.24 3.69 4.15  -0.513
O 3.94 3.22 2.82  -0.300
C 3.06 4.09 2.27  0.758
O 2.75 4.09 1.12  -0.535
O 2.60 4.95 3.20  -0.368
H 2.25 6.18 5.53  0.369
H 3.33 5.16 6.49  0.385
H 3.98 6.21 5.22  0.345
H 2.19 3.76 4.82  0.264
H 4.44 2.85 4.81  0.315
H 5.12 4.33 4.10  0.318